DFT (ωB97M-V/def2-TZVPD) results for C3HN3O in the gas phase at a distorted geometry.

Values from the calculation:
energy relative to the best compared isomer or geometry (same formula, charge and spin) = 255.9 kJ/mol
lowest unoccupied orbital energy = -0.026 Eh
strongest force on any atom = 6.48 eV Å⁻¹

```
8
Properties=species:S:1:pos:R:3:forces:R:3:lowdin_charge:R:1
N 2.7158 1.2514 0.5573 -5.36 -3.54 0.86 0.16
C 1.6667 0.6460 0.6173 3.57 3.49 -1.96 -0.10
C 0.3066 0.2703 0.1969 -3.87 0.09 0.47 -0.21
C -0.3341 -0.8948 -0.3174 1.15 -4.96 -3.74 -0.13
N -1.6239 -0.7885 -0.5790 2.02 0.34 2.10 0.09
O -1.8844 0.4055 0.0196 -1.35 0.88 -1.31 -0.08
N -0.8321 1.0570 0.3455 3.69 0.77 1.76 0.10
H -0.0146 -1.9469 -0.8402 0.15 2.92 1.82 0.17
```
Positions in Å, forces in eV/Å.

---

DFT (ωB97M-V/def2-TZVPD) results for a 3-piece molecular cluster, C4H15NO2S overall at a distorted geometry.

Values from the calculation:
energy relative to the best compared isomer or geometry (same formula, charge and spin) = 172.2 kJ/mol
lowest unoccupied orbital energy = 0.018 Eh
strongest force on any atom = 3.67 eV Å⁻¹

```
23
Properties=species:S:1:pos:R:3:forces:R:3:lowdin_charge:R:1
C -1.5473 0.0189 -0.6793 -1.92 0.81 -1.60 -0.11
C -0.3566 -0.6025 0.0292 1.23 -0.62 -1.45 -0.38
N -0.1940 -1.9923 -0.6781 -1.76 -0.37 3.20 0.03
C 0.9417 0.2015 -0.2848 -1.30 2.75 -0.99 -0.30
C 2.2002 -0.1855 0.3784 -0.01 -0.58 2.22 -0.57
S 2.4113 0.6573 2.0031 -0.10 -0.24 0.00 0.70
H -1.7585 1.1329 -0.6027 0.58 -1.24 0.73 0.09
H -2.4742 -0.5361 -0.3816 1.06 0.74 -0.48 0.04
H -1.5360 -0.1030 -1.8177 0.52 -0.25 1.53 0.10
H -0.5298 -0.6437 1.1480 0.29 -0.22 -1.20 0.15
H 0.7414 -2.1332 -0.9238 1.88 0.29 -0.74 0.01
H -0.2795 -2.7952 0.0170 -0.45 1.44 -0.96 0.09
H 1.2363 0.1905 -1.3366 -0.90 -0.65 -0.52 0.11
H 0.7281 1.3540 -0.2010 0.32 -2.20 0.50 0.10
H 2.2314 -1.2406 0.5965 -0.46 -0.61 0.35 0.06
H 3.0550 -0.1396 -0.2307 1.17 0.99 -0.77 0.06
H 3.5698 1.2693 1.7936 0.28 0.09 -0.18 -0.17
O 0.1562 3.6024 -0.4151 2.63 0.09 0.59 -0.10
H 1.1623 3.6046 -0.2198 -2.55 0.06 -0.37 0.09
H 0.1175 3.2435 -1.3039 -0.10 -0.01 -0.25 0.02
O -3.5288 -1.8690 1.0900 -2.79 -0.80 -0.39 -0.03
H -3.6632 -1.0811 0.5673 0.42 0.12 0.29 0.01
H -2.6832 -1.9534 1.4522 1.98 0.41 0.50 -0.01
```
Positions in Å, forces in eV/Å.

---

DFT (ωB97M-V/def2-TZVPD) results for a 6-piece molecular cluster, C6H23NO6 overall at a distorted geometry.

Values from the calculation:
energy relative to the best compared isomer or geometry (same formula, charge and spin) = 63.1 kJ/mol
lowest unoccupied orbital energy = 0.006 Eh
strongest force on any atom = 2.80 eV Å⁻¹

```
36
Properties=species:S:1:pos:R:3:forces:R:3:lowdin_charge:R:1
C -0.5470 1.5581 -2.5624 -0.64 0.73 0.12 -0.10
C -1.0716 1.0805 -1.2254 1.25 -0.74 1.84 -0.21
C 0.0148 0.1308 -0.5722 -0.12 -0.06 -0.35 -0.20
N 0.6135 -0.8503 -1.5076 -1.42 -0.11 2.41 0.05
C 0.0362 -2.1270 -1.6465 1.80 1.32 -0.68 -0.46
O 0.3032 -2.6883 -2.6937 -0.75 -0.87 0.46 0.05
C -0.8054 -2.7761 -0.5185 -0.23 -0.82 -0.53 -0.15
C -2.2712 -2.3732 -0.7613 0.02 0.68 1.21 -0.08
H -1.3623 2.0895 -3.0627 0.38 0.18 -0.17 0.08
H 0.2962 2.2314 -2.3724 -0.12 -0.01 -0.30 0.08
H -0.2201 0.7620 -3.2316 -0.17 -0.04 0.10 0.07
H -1.1655 1.8944 -0.4588 -0.06 -0.33 -0.93 0.11
H -2.0439 0.5858 -1.2468 0.10 -0.02 -0.38 0.09
H 0.8145 0.7528 -0.1494 -0.12 -0.10 -0.27 0.09
H -0.3741 -0.4756 0.2472 -0.23 0.31 0.04 0.08
H 1.0517 -0.4268 -2.3035 0.05 -0.53 -0.47 0.11
H -0.5779 -2.6418 0.5552 0.45 0.62 -0.70 0.11
H -0.6306 -3.8486 -0.6877 -0.27 0.24 -0.10 0.11
H -2.3074 -1.2977 -0.5243 -0.28 -0.26 -0.63 0.05
H -2.9990 -2.7764 -0.0440 0.45 -0.43 -0.14 0.08
H -2.6116 -2.6006 -1.7587 -0.01 0.15 -0.35 0.08
O 0.2505 3.6749 1.8821 -0.16 -0.35 0.35 -0.07
H -0.5476 4.1718 2.1020 0.21 0.18 -0.23 0.04
H -0.0045 2.7872 2.2065 0.03 0.26 -0.47 0.00
O 0.8355 -0.5703 2.7428 0.03 0.44 -0.47 -0.07
H 0.8624 -1.0231 3.5835 0.13 -0.28 0.08 0.05
H 1.4995 -0.9692 2.1371 -0.16 -0.25 0.46 0.00
O 2.5407 2.4073 -0.0608 -0.49 0.37 1.50 -0.08
H 1.8352 3.0084 0.2477 -0.12 0.12 -0.79 0.02
H 2.8273 2.1907 0.8457 0.52 -0.37 -0.58 0.04
O 2.5664 -1.9155 1.1445 -0.86 -0.46 0.72 -0.03
H 2.2682 -1.6753 0.2624 0.55 0.27 -0.42 0.04
H 3.4561 -1.6501 1.3632 0.37 0.27 -0.65 0.06
O -1.1779 1.2746 2.4865 0.77 -0.21 -0.37 -0.08
H -0.8820 1.4384 3.3840 -0.27 -0.03 0.45 0.04
H -0.4724 0.6473 2.1979 -0.61 0.12 0.24 0.01
```
Positions in Å, forces in eV/Å.

---

DFT (ωB97M-V/def2-TZVPD) results for C3H4N2O in the gas phase at a distorted geometry.

Values from the calculation:
energy relative to the best compared isomer or geometry (same formula, charge and spin) = 231.9 kJ/mol
lowest unoccupied orbital energy = 0.022 Eh
strongest force on any atom = 2.00 eV Å⁻¹

```
10
Properties=species:S:1:pos:R:3:forces:R:3:lowdin_charge:R:1
O -2.0041 0.2265 0.4200 0.06 0.32 0.17 0.07
C -0.6768 0.0278 0.2437 0.42 0.55 0.56 -0.42
C 0.3807 0.8653 0.2016 -0.09 0.16 0.33 -0.01
C 1.4894 -0.0190 0.0218 0.09 -0.16 -0.11 -0.16
N 1.1318 -1.2651 -0.1437 0.14 0.51 -0.42 0.01
N -0.2614 -1.2826 -0.0273 -0.52 0.68 -0.38 0.01
H -2.1494 0.2072 1.3759 -0.29 -0.03 -0.18 0.12
H 0.3609 1.9391 0.2512 0.12 0.03 0.25 0.10
H 2.5375 0.2567 -0.0041 -0.10 -0.09 0.03 0.10
H -0.6776 -1.1423 -0.9720 0.16 -1.98 -0.25 0.17
```
Positions in Å, forces in eV/Å.

---

DFT (ωB97M-V/def2-TZVPD) results for a 3-piece molecular cluster, C3H12N2O overall at a distorted geometry.

Values from the calculation:
energy relative to the best compared isomer or geometry (same formula, charge and spin) = 195.6 kJ/mol
lowest unoccupied orbital energy = 0.032 Eh
strongest force on any atom = 3.18 eV Å⁻¹

```
18
Properties=species:S:1:pos:R:3:forces:R:3:lowdin_charge:R:1
C 1.1629 1.0962 0.7859 2.39 -0.78 -0.38 -0.13
N 1.8658 0.0340 0.6249 -0.42 1.96 0.72 -0.08
C 2.3545 -0.2829 -0.6834 -0.14 -0.22 -0.39 -0.16
H 0.9304 1.7759 -0.0450 -0.21 -0.09 -0.07 0.08
H 1.0796 1.4825 1.7959 -0.60 -0.16 0.17 0.07
H 3.4376 -0.1105 -0.6853 -0.17 0.02 0.01 0.08
H 1.8873 0.2985 -1.4950 0.07 0.01 0.11 0.08
H 2.1749 -1.3390 -0.8533 0.04 -0.06 -0.10 0.06
C -2.3354 0.4583 -0.5493 0.02 0.22 -0.11 -0.15
N -1.5723 0.0268 0.6175 1.71 1.68 0.40 -0.08
H -1.6377 0.6233 -1.3709 -0.09 -0.03 -0.03 0.08
H -3.0341 -0.3256 -0.8476 0.07 0.04 0.03 0.08
H -2.8970 1.3841 -0.3805 0.03 -0.09 -0.06 0.07
H -0.7253 0.7058 0.8207 -2.68 -1.68 -0.25 0.08
H -2.1717 -0.0686 1.4307 0.31 0.14 0.05 0.10
O 0.1877 -1.8697 0.3355 -1.33 1.15 0.02 -0.21
H -0.0639 -2.7688 0.1016 -0.49 0.34 0.03 0.00
H -0.6433 -1.1203 0.3977 1.49 -2.45 -0.16 0.03
```
Positions in Å, forces in eV/Å.

---

DFT (ωB97M-V/def2-TZVPD) results for a 4-piece molecular cluster, C4H16O3S overall at a distorted geometry.

Values from the calculation:
energy relative to the best compared isomer or geometry (same formula, charge and spin) = 57.1 kJ/mol
lowest unoccupied orbital energy = 0.015 Eh
strongest force on any atom = 1.14 eV Å⁻¹

```
24
Properties=species:S:1:pos:R:3:forces:R:3:lowdin_charge:R:1
C -2.3523 -0.6278 -0.2227 0.75 -0.34 -0.25 -0.10
C -1.0261 0.1467 -0.1526 -0.59 -0.89 -0.01 -0.28
C 0.1236 -0.7914 0.1869 -0.16 -0.40 0.69 -0.32
C 1.4540 -0.0599 0.2796 0.08 -0.53 0.95 -0.57
S 2.8754 -1.1972 0.4075 0.16 -0.38 -0.54 0.69
H -2.1914 -1.4512 -0.9243 -0.12 -0.12 0.12 0.07
H -2.5847 -1.0433 0.7587 -0.31 0.06 -0.09 0.07
H -3.1643 -0.0453 -0.6468 -0.16 0.21 0.34 0.07
H -1.0730 0.8423 0.6880 -0.02 0.55 -0.39 0.10
H -0.9167 0.5979 -1.1387 0.32 0.35 0.16 0.09
H 0.1640 -1.7115 -0.3842 0.04 0.27 -0.85 0.08
H -0.1065 -1.2149 1.1680 0.11 0.24 0.34 0.10
H 1.4771 0.4104 1.2546 -0.16 0.70 -0.08 0.05
H 1.6001 0.6735 -0.5045 0.17 -0.02 -0.16 0.05
H 3.3801 -0.8325 1.5903 -0.14 0.18 0.02 -0.17
O -0.3971 0.7483 3.2402 -0.03 0.15 -0.07 -0.05
H -0.5833 1.5244 3.7845 0.11 -0.28 -0.02 0.04
H 0.0714 0.1209 3.7998 -0.06 0.12 0.09 0.04
O 0.1798 -1.4434 -2.8474 0.18 0.02 -0.14 -0.05
H 0.7209 -0.6534 -2.7326 -0.10 0.06 -0.03 0.04
H 0.8237 -2.1429 -3.0007 -0.06 -0.03 -0.02 0.04
O 0.5039 2.5092 -1.8064 0.26 -0.28 -1.07 -0.06
H 0.1404 2.2454 -0.9621 0.05 0.63 0.39 0.00
H 0.8811 3.3960 -1.8351 -0.30 -0.25 0.65 0.05
```
Positions in Å, forces in eV/Å.